Model a:
DFT (the ωB97M-V functional and the def2-TZVPD basis) results for a cluster of 2 separate species, C5H8BrN2 in total.

Summary:
Gap between HOMO and LUMO in eV: 8.1
Lowest unoccupied orbital energy in eV: -5.2
Net charge: +1

Structure (XYZ):
```
16
C5H8BrN2 (the ωB97M-V functional and the def2-TZVPD basis)
C 1.2188 0.9678 -0.7342
C 1.1561 0.4545 -1.9793
C -0.8045 -0.0297 -1.0426
C -0.0141 0.6418 -0.1320
C -0.3337 0.8271 1.2049
N -0.0717 -0.0885 -2.1754
N -0.5464 -1.2993 1.9253
Br 0.6472 1.5882 2.5304
H 2.0945 1.1054 -0.1065
H 1.9740 0.5346 -2.8659
H -1.7628 -0.4864 -0.9912
H -1.4267 0.7868 1.4325
H -0.4010 -0.8057 -2.8315
H -0.7273 -1.0306 2.8626
H -1.2709 -1.6006 1.3254
H 0.2687 -1.5655 1.5776
```


Model b:
DFT (the ωB97M-V functional and the def2-TZVPD basis) results for the ion C5H8BrN2 with charge +1.

Summary:
Gap between HOMO and LUMO in eV: 9.7
Lowest unoccupied orbital energy in eV: -4.3
Net charge: +1

Structure (XYZ):
```
16
C5H8BrN2 (the ωB97M-V functional and the def2-TZVPD basis)
C 1.9652 0.3258 1.2757
C 1.5639 0.0225 0.0566
N 0.1266 -0.1973 -0.1952
C -0.9334 0.7747 0.2196
C -0.8998 2.0814 0.1091
C -0.2399 -1.3907 -0.6889
N -1.4848 -1.5600 -1.2668
Br 1.1864 -2.7418 -0.8551
H 2.9814 0.6118 1.6341
H 1.0708 0.3056 2.0137
H 2.1232 0.0202 -0.7949
H -1.7153 0.0464 0.6175
H -1.7569 2.5275 0.4086
H -0.0935 2.6397 -0.2053
H -2.1317 -0.9381 -0.8824
H -1.7623 -2.5277 -1.4464
```


Energy comparison, zero being the most stable, in eV: model a 0.000; model b 0.285.


Model a:
DFT (the ωB97M-V functional and the def2-TZVPD basis) results for a cluster of 2 separate species, C2H3F2N in total.

Summary:
Gap between HOMO and LUMO (alpha / beta) in eV: 9.7 / 9.7
Lowest unoccupied orbital energy (alpha / beta) in eV: -1.4 / -1.4

Structure (XYZ):
```
8
C2H3F2N (the ωB97M-V functional and the def2-TZVPD basis)
C 0.3968 0.3839 -0.2005
C -0.8763 -0.0632 0.3687
N 1.4459 0.1408 0.4793
F -0.6320 -1.6568 -0.9233
F -2.0611 0.2796 0.0157
H 0.1583 0.7874 -1.2122
H -0.7429 -0.3672 1.4115
H 2.3114 0.4955 0.0607
```


Model b:
DFT (the ωB97M-V functional and the def2-TZVPD basis) results for a cluster of 2 separate species, C2H3F2N in total.

Summary:
Gap between HOMO and LUMO (alpha / beta) in eV: 7.4 / 10.2
Lowest unoccupied orbital energy (alpha / beta) in eV: -0.9 / 0.8

Structure (XYZ):
```
8
C2H3F2N (the ωB97M-V functional and the def2-TZVPD basis)
C 1.9541 0.6764 0.0712
C -1.8475 -0.0769 -0.0895
N 2.7857 -0.2018 0.0779
F 0.5595 0.7909 0.1199
F -2.5550 1.0661 -0.0569
H -1.9268 -0.4261 -0.9941
H -1.6871 -0.5392 0.8103
H 2.7171 -1.2893 0.0612
```


Energy comparison, zero being the most stable, in eV: model a 0.000; model b 2.337.